1.
Below is a cluster of 18 separate species, C18Cl68F3O5S2 in total, with properties calculated with ωB97M-V/def2-TZVPD.

Results
Kohn-Sham gap: 7.72 eV
DFT total energy: -910247.2788 eV
E_HOMO: -6.83 eV
E_LUMO: 0.897 eV
charge: -1
molar mass: 2828.1 g mol⁻¹

Positions of all 96 atoms, in Å:
1 O 5.336 -3.226 2.059
2 S 5.560 -2.221 1.041
3 O 6.228 -2.726 -0.133
4 O 6.218 -1.050 1.569
5 S 3.662 -1.410 0.338
6 O 3.827 0.006 0.128
7 O 3.165 -2.084 -0.836
8 C 2.348 -1.644 1.663
9 F 1.585 -2.684 1.343
10 F 1.606 -0.539 1.680
11 F 2.842 -1.841 2.871
12 C -2.039 1.065 1.403
13 Cl -3.746 0.498 1.497
14 Cl -0.955 -0.304 1.599
15 Cl -1.712 1.788 -0.170
16 Cl -1.703 2.238 2.669
17 C 8.254 2.058 2.087
18 Cl 8.228 1.637 3.803
19 Cl 9.201 3.546 1.864
20 Cl 8.993 0.749 1.167
21 Cl 6.606 2.324 1.519
22 C 1.382 4.377 1.529
23 Cl 2.561 5.441 0.755
24 Cl 1.592 4.452 3.284
25 Cl -0.266 4.887 1.121
26 Cl 1.644 2.723 0.978
27 C -5.517 4.145 -0.982
28 Cl -5.233 3.736 -2.681
29 Cl -4.691 5.657 -0.594
30 Cl -7.253 4.321 -0.711
31 Cl -4.887 2.865 0.056
32 C -4.918 -2.317 -0.895
33 Cl -3.412 -2.741 -0.086
34 Cl -4.654 -0.897 -1.915
35 Cl -5.459 -3.671 -1.894
36 Cl -6.158 -1.945 0.314
37 C -9.551 1.684 1.494
38 Cl -10.234 0.916 0.058
39 Cl -10.324 3.261 1.743
40 Cl -9.847 0.665 2.908
41 Cl -7.825 1.925 1.279
42 C 9.420 -4.902 -0.457
43 Cl 9.378 -3.204 0.007
44 Cl 10.120 -5.861 0.860
45 Cl 7.787 -5.484 -0.784
46 Cl 10.415 -5.092 -1.915
47 C -13.794 4.100 4.694
48 Cl -12.549 3.892 3.454
49 Cl -13.869 5.800 5.168
50 Cl -15.360 3.594 4.050
51 Cl -13.388 3.112 6.100
52 C -0.794 -1.107 -3.416
53 Cl -1.473 0.417 -4.018
54 Cl -1.801 -2.454 -3.970
55 Cl 0.850 -1.300 -4.023
56 Cl -0.770 -1.079 -1.659
57 C -0.699 -5.504 -6.513
58 Cl -0.584 -6.113 -8.171
59 Cl 0.427 -4.169 -6.297
60 Cl -2.353 -4.948 -6.214
61 Cl -0.305 -6.801 -5.382
62 C 6.592 6.823 1.473
63 Cl 6.308 6.562 3.196
64 Cl 7.970 7.912 1.261
65 Cl 6.928 5.280 0.693
66 Cl 5.152 7.553 0.749
67 C -12.063 9.337 5.203
68 Cl -12.240 8.871 6.899
69 Cl -11.002 10.744 5.085
70 Cl -11.371 7.993 4.296
71 Cl -13.651 9.737 4.537
72 C -5.738 3.710 4.708
73 Cl -4.975 5.303 4.611
74 Cl -5.012 2.647 3.498
75 Cl -5.474 3.029 6.318
76 Cl -7.474 3.878 4.425
77 C 7.753 -6.973 -4.922
78 Cl 7.731 -5.258 -4.528
79 Cl 8.386 -7.896 -3.560
80 Cl 6.107 -7.518 -5.282
81 Cl 8.781 -7.245 -6.339
82 C 11.812 -9.091 -1.150
83 Cl 11.894 -9.473 -2.875
84 Cl 12.799 -7.670 -0.820
85 Cl 10.137 -8.789 -0.680
86 Cl 12.437 -10.467 -0.222
87 C -7.067 8.622 -2.748
88 Cl -6.217 9.995 -3.465
89 Cl -6.877 8.665 -0.993
90 Cl -8.785 8.718 -3.153
91 Cl -6.397 7.118 -3.379
92 C 8.552 -12.243 -3.807
93 Cl 7.713 -13.736 -3.354
94 Cl 9.692 -11.798 -2.538
95 Cl 9.431 -12.500 -5.322
96 Cl 7.383 -10.945 -4.024


2.
Below is a structure of composition C18H10BCl2F4N4O2Se3TcTe, with properties calculated with ωB97M-V/def2-TZVPD.

Results
Kohn-Sham gap (alpha / beta): 6.72 / 5.16 eV
energy above the lowest of the compared OMol25 structures with the same formula, charge and spin: 0.00 kJ/mol
DFT total energy: -271018.2233 eV
multiplicity: 4
E_HOMO (alpha / beta): -5.02 / -4.99 eV
E_LUMO (alpha / beta): 1.694 / 0.171 eV
charge: -1
molar mass: 934.5 g mol⁻¹

Positions of all 46 atoms, in Å:
1 Tc -0.088 -0.016 -0.179
2 Cl 1.034 4.066 5.229
3 C 0.487 2.754 4.240
4 C 0.723 2.808 2.877
5 C 0.301 1.770 2.052
6 N 0.496 1.707 0.666
7 C 1.141 2.635 -0.083
8 O 1.567 3.726 0.264
9 C 1.320 2.160 -1.500
10 C 1.947 2.974 -2.425
11 C 2.139 2.508 -3.712
12 C 1.712 1.226 -4.019
13 C 1.085 0.476 -3.044
14 N 0.865 0.930 -1.808
15 C -0.359 0.649 2.622
16 C -0.598 0.619 3.993
17 C -0.178 1.668 4.794
18 Cl -0.496 1.602 6.494
19 N -0.722 -0.344 1.713
20 C -1.244 -1.549 2.038
21 O -1.531 -1.982 3.145
22 C -1.457 -2.383 0.803
23 C -2.173 -3.563 0.880
24 C -2.368 -4.306 -0.269
25 C -1.832 -3.837 -1.460
26 C -1.127 -2.652 -1.459
27 N -0.936 -1.927 -0.352
28 H 1.236 3.651 2.445
29 H 2.268 3.952 -2.096
30 H 2.621 3.126 -4.458
31 H 1.850 0.802 -5.004
32 H 0.751 -0.529 -3.252
33 H -1.098 -0.229 4.429
34 H -2.565 -3.845 1.846
35 H -2.931 -5.229 -0.239
36 H -1.956 -4.377 -2.389
37 H -0.704 -2.259 -2.373
38 Se -2.189 0.869 -0.874
39 Se -3.980 -0.182 -0.112
40 Te -4.065 -1.074 -3.688
41 Se -2.248 0.471 -3.221
42 F 1.902 -0.774 0.547
43 B 2.709 -1.391 -0.516
44 F 3.452 -0.394 -1.130
45 F 3.488 -2.383 0.022
46 F 1.755 -1.926 -1.437


3.
Below is a structure of composition C18H10BrCl2N4O2W, with properties calculated with ωB97M-V/def2-TZVPD.

Results
Kohn-Sham gap (alpha / beta): 6.37 / 6.37 eV
energy above the lowest of the compared OMol25 structures with the same formula, charge and spin: 0.00 kJ/mol
DFT total energy: -125793.6089 eV
E_HOMO (alpha / beta): -11.06 / -11.06 eV
E_LUMO (alpha / beta): -4.689 / -4.688 eV
charge: +1
molar mass: 649.0 g mol⁻¹

Positions of all 38 atoms, in Å:
1 W 0.217 0.220 0.929
2 Cl -5.529 -3.294 -0.310
3 C -3.865 -2.883 -0.141
4 C -3.533 -1.540 0.011
5 C -2.199 -1.209 0.149
6 N -1.656 0.102 0.309
7 C -2.367 1.244 -0.026
8 O -3.541 1.334 -0.271
9 C -1.473 2.452 -0.081
10 C -1.977 3.704 -0.348
11 C -1.094 4.774 -0.395
12 C 0.252 4.545 -0.176
13 C 0.679 3.254 0.077
14 N -0.166 2.215 0.127
15 C -1.209 -2.195 0.140
16 C -1.538 -3.529 -0.009
17 C -2.882 -3.864 -0.151
18 Cl -3.289 -5.527 -0.332
19 N 0.101 -1.649 0.293
20 C 1.243 -2.355 -0.055
21 O 1.331 -3.525 -0.317
22 C 2.452 -1.465 -0.093
23 C 3.702 -1.970 -0.364
24 C 4.778 -1.093 -0.385
25 C 4.555 0.249 -0.132
26 C 3.266 0.677 0.121
27 N 2.221 -0.161 0.139
28 H -4.310 -0.795 0.020
29 H -3.040 3.812 -0.507
30 H -1.455 5.773 -0.601
31 H 0.973 5.349 -0.199
32 H 1.720 3.048 0.255
33 H -0.791 -4.304 -0.016
34 H 3.805 -3.031 -0.545
35 H 5.775 -1.455 -0.593
36 H 5.365 0.964 -0.129
37 H 3.066 1.714 0.331
38 Br 0.415 0.412 3.270


4.
Below is a structure of composition C18H11AuFNO2, with properties calculated with ωB97M-V/def2-TZVPD.

Results
Kohn-Sham gap: 7.03 eV
energy above the lowest of the compared OMol25 structures with the same formula, charge and spin: 92.70 kJ/mol
DFT total energy: -30836.3703 eV
E_HOMO: -8.58 eV
E_LUMO: -1.556 eV
charge: 0
molar mass: 489.3 g mol⁻¹

Positions of all 34 atoms, in Å:
1 Au -0.673 1.172 0.579
2 O -1.285 -0.513 4.123
3 C -1.265 -0.237 2.958
4 O -0.373 0.626 2.472
5 C -2.251 -0.843 1.974
6 C -3.088 -1.882 2.403
7 C -3.873 -2.503 1.473
8 C -3.819 -2.099 0.124
9 C -4.580 -2.721 -0.895
10 C -4.485 -2.283 -2.183
11 C -3.637 -1.201 -2.511
12 C -2.891 -0.574 -1.556
13 C -2.964 -1.028 -0.220
14 N -2.212 -0.420 0.732
15 H -3.066 -2.163 3.445
16 H -4.530 -3.317 1.754
17 H -5.232 -3.542 -0.631
18 H -5.065 -2.759 -2.960
19 H -3.587 -0.860 -3.536
20 H -2.265 0.276 -1.788
21 F -1.536 2.082 -0.921
22 C 1.220 1.502 0.328
23 C 2.392 1.622 0.094
24 C 3.793 1.781 -0.177
25 C 4.650 2.235 0.825
26 C 5.999 2.397 0.563
27 C 6.506 2.108 -0.696
28 C 5.657 1.652 -1.695
29 C 4.306 1.488 -1.439
30 H 4.247 2.458 1.803
31 H 6.659 2.747 1.346
32 H 7.559 2.242 -0.900
33 H 6.049 1.422 -2.676
34 H 3.638 1.134 -2.213


5.
Below is a structure of composition C18H12AsN5S4SbSe4Tc, with properties calculated with ωB97M-V/def2-TZVPD.

Results
Kohn-Sham gap: 6.17 eV
energy above the lowest of the compared OMol25 structures with the same formula, charge and spin: 0.00 kJ/mol
DFT total energy: -400617.6068 eV
E_HOMO: -7.94 eV
E_LUMO: -1.766 eV
charge: 0
molar mass: 1037.1 g mol⁻¹

Positions of all 46 atoms, in Å:
1 Tc 0.384 0.164 -0.881
2 C -1.737 -3.310 1.175
3 C -0.716 -4.213 1.441
4 C 0.584 -3.817 1.232
5 C 0.861 -2.534 0.749
6 N -0.138 -1.696 0.400
7 C -1.398 -2.080 0.657
8 N 2.223 -2.207 0.729
9 C 2.580 -0.981 0.734
10 N 1.756 0.106 0.548
11 C 2.414 1.273 0.918
12 N 1.919 2.439 1.061
13 C 0.533 2.636 1.023
14 C 0.080 3.768 1.702
15 C -1.265 4.036 1.785
16 C -2.155 3.161 1.181
17 C -1.645 2.076 0.504
18 N -0.330 1.806 0.399
19 C 3.832 0.907 1.155
20 C 4.923 1.688 1.477
21 C 6.140 1.040 1.663
22 C 6.242 -0.346 1.549
23 C 5.132 -1.126 1.245
24 C 3.935 -0.471 1.040
25 H -2.776 -3.554 1.340
26 H -0.936 -5.203 1.821
27 H 1.427 -4.455 1.453
28 H -2.168 -1.368 0.398
29 H 0.826 4.403 2.156
30 H -1.620 4.911 2.315
31 H -3.224 3.313 1.215
32 H -2.313 1.385 0.012
33 H 4.828 2.762 1.572
34 H 7.023 1.618 1.902
35 H 7.203 -0.820 1.702
36 H 5.198 -2.203 1.164
37 S 3.939 0.414 -4.447
38 As 2.061 0.218 -3.704
39 S 1.429 -1.487 -2.333
40 S 1.163 1.712 -2.328
41 S 0.564 -0.350 -5.304
42 Se -2.629 -2.062 -5.554
43 Sb -0.781 -1.592 -3.733
44 Se -1.838 -0.153 -2.033
45 Se -1.472 -4.087 -5.906
46 Se -0.723 -4.151 -3.673


6.
Below is a structure of composition C18H12AuN4O6Se, with properties calculated with ωB97M-V/def2-TZVPD.

Results
Kohn-Sham gap (alpha / beta): 7.35 / 5.42 eV
DFT total energy: -106142.2579 eV
multiplicity: 3
E_HOMO (alpha / beta): -4.79 / -4.66 eV
E_LUMO (alpha / beta): 2.559 / 0.760 eV
charge: -1
molar mass: 656.2 g mol⁻¹

Positions of all 42 atoms, in Å:
1 Au 0.107 0.270 -0.540
2 O 2.223 1.527 2.884
3 C 1.779 1.034 1.852
4 N 0.532 1.153 1.373
5 C -0.424 2.043 1.774
6 C -0.234 3.034 2.740
7 C -1.260 3.888 3.079
8 C -2.492 3.792 2.441
9 C -2.698 2.845 1.456
10 C -1.685 1.943 1.122
11 N -1.806 0.953 0.176
12 C -2.917 0.306 -0.192
13 O -4.052 0.463 0.245
14 C -2.617 -0.776 -1.191
15 C -3.558 -1.175 -2.134
16 C -3.235 -2.191 -3.016
17 C -1.994 -2.802 -2.899
18 C -1.116 -2.342 -1.933
19 N -1.422 -1.358 -1.102
20 C 2.644 0.140 1.014
21 C 4.003 0.057 1.287
22 C 4.792 -0.781 0.516
23 C 4.199 -1.493 -0.515
24 C 2.838 -1.344 -0.730
25 N 2.088 -0.573 0.036
26 H 0.725 3.111 3.221
27 H -1.104 4.635 3.847
28 H -3.294 4.460 2.722
29 H -3.649 2.762 0.952
30 H -4.507 -0.666 -2.176
31 H -3.926 -2.498 -3.791
32 H -1.711 -3.611 -3.555
33 H -0.133 -2.777 -1.813
34 H 4.396 0.654 2.096
35 H 5.852 -0.878 0.714
36 H 4.780 -2.139 -1.154
37 H 2.327 -1.868 -1.526
38 O 1.378 1.801 -4.140
39 Se 1.640 1.050 -2.771
40 O 1.177 1.977 -1.462
41 O 0.644 -0.290 -2.620
42 O 3.168 0.620 -2.637


7.
Below is a structure of composition C18H12Br2ClFeI2NO3, with properties calculated with ωB97M-V/def2-TZVPD.

Results
Kohn-Sham gap (alpha / beta): 7.16 / 5.36 eV
DFT total energy: -229681.0140 eV
multiplicity: 6
E_HOMO (alpha / beta): -10.89 / -10.92 eV
E_LUMO (alpha / beta): -3.727 / -5.561 eV
charge: +1
molar mass: 795.2 g mol⁻¹

Positions of all 40 atoms, in Å:
1 Fe -1.544 -0.926 1.446
2 I -3.622 0.880 2.294
3 C -5.085 -0.607 1.954
4 I -4.199 -2.242 0.952
5 H -5.860 -0.192 1.323
6 H -5.466 -0.946 2.908
7 Cl 4.233 -3.364 -2.160
8 C 2.696 -2.973 -1.544
9 C 1.614 -3.839 -1.806
10 C 0.395 -3.519 -1.309
11 C 0.197 -2.332 -0.510
12 O -0.955 -2.133 -0.043
13 C 1.318 -1.432 -0.278
14 C 1.266 -0.155 0.488
15 O -0.350 0.844 1.536
16 C 2.535 -1.798 -0.802
17 H 1.772 -4.736 -2.388
18 H -0.468 -4.150 -1.469
19 H 2.270 0.256 0.462
20 H 3.400 -1.165 -0.648
21 C -2.070 1.276 -2.667
22 C -0.943 1.539 -1.712
23 C -0.102 2.724 -1.937
24 C 0.771 3.123 -1.007
25 C 0.965 2.337 0.199
26 C 1.725 2.692 1.252
27 Br 2.621 4.362 1.229
28 C 2.046 1.939 2.492
29 C 1.651 0.712 2.840
30 Br 2.244 -0.080 4.426
31 C 0.706 -0.114 1.975
32 O 0.094 -1.166 2.480
33 C 0.249 1.003 0.231
34 N -0.795 0.749 -0.717
35 H -1.888 1.725 -3.641
36 H -2.986 1.715 -2.264
37 H -2.229 0.205 -2.776
38 H -0.254 3.299 -2.839
39 H 1.337 4.034 -1.139
40 H 2.711 2.456 3.169


8.
Below is a structure of composition C18H12N6O4SeTi, with properties calculated with ωB97M-V/def2-TZVPD.

Results
Kohn-Sham gap: 6.00 eV
DFT total energy: -124436.5761 eV
E_HOMO: -14.89 eV
E_LUMO: -8.887 eV
charge: +2
molar mass: 503.2 g mol⁻¹

Positions of all 42 atoms, in Å:
1 Ti -0.017 0.433 -2.593
2 C -4.330 -0.293 -2.588
3 C -3.014 -0.130 -3.018
4 N -2.020 -0.140 -2.129
5 C -2.310 -0.307 -0.816
6 C -3.628 -0.448 -0.426
7 N -4.624 -0.443 -1.307
8 C -1.132 -0.305 0.073
9 C -1.148 -0.397 1.445
10 C 0.063 -0.400 2.151
11 C 1.257 -0.314 1.419
12 C 1.203 -0.220 0.049
13 N 0.026 -0.204 -0.607
14 C 2.361 -0.114 -0.865
15 C 3.694 -0.183 -0.507
16 N 4.668 -0.088 -1.407
17 C 4.336 0.082 -2.678
18 C 3.006 0.174 -3.074
19 N 2.033 0.068 -2.165
20 C 0.083 -0.494 3.618
21 C 1.096 -1.187 4.274
22 C 1.061 -1.249 5.660
23 N 0.118 -0.661 6.389
24 C -0.843 0.008 5.760
25 C -0.912 0.113 4.379
26 H -5.148 -0.295 -3.296
27 H -2.765 0.014 -4.060
28 H -3.900 -0.575 0.614
29 H -2.083 -0.493 1.979
30 H 2.205 -0.295 1.935
31 H 3.998 -0.322 0.523
32 H 5.138 0.164 -3.400
33 H 2.722 0.335 -4.106
34 H 1.874 -1.707 3.731
35 H 1.821 -1.795 6.205
36 H -1.587 0.485 6.386
37 H -1.703 0.694 3.920
38 O -0.120 0.518 -4.432
39 Se -0.354 2.268 -4.500
40 O 0.923 2.969 -5.074
41 O -0.176 2.181 -2.676
42 O -1.872 2.554 -4.787